Computed, not measured: a molecular structure, C27H35N3O4ReS3Sb, with ωB97M-V with the def2-TZVPD basis set.

Properties
HOMO level (spin up / spin down)	-16.991 / -16.845	eV
<S²>	0.755
charge	+3
2S+1	2
energy relative to the best compared isomer or geometry (same formula, charge and spin)	2.5	kJ/mol
gap between HOMO and LUMO (spin up / spin down)	0.2438 / 0.2519	hartree

Each line ends with the Löwdin charge.
CARTESIAN COORDINATES (ANGSTROEM)
Re -0.52880 -0.33288 -0.02003  1.44
Sb 1.36502 -1.91776 1.10463  1.39
S 0.70837 2.58959 1.43177  1.18
S 1.19684 0.52684 -2.86702  1.15
S -3.56257 -1.34731 3.28778  1.17
O -0.68406 -3.84962 -0.11950  0.05
O -2.21348 0.12877 -1.34029  -0.08
O -0.11013 1.40260 0.82354  -0.69
O 0.85910 -0.01534 -1.42763  -0.71
N -1.99489 -0.46325 1.51189  -0.23
N -1.46268 -1.85333 -0.87231  -0.03
N -2.33837 -3.84822 -1.70245  -0.02
C -0.19710 1.02806 -5.02824  -0.07
C 0.84420 -3.19307 2.70737  -0.26
C 1.78317 3.04998 -1.66923  -0.21
C -0.15570 1.32252 -3.66507  -0.41
C -2.21071 -1.50430 2.30033  -0.45
C 1.89212 2.82879 5.23440  -0.02
C -2.01843 2.79922 -3.88649  -0.03
C -3.20175 -3.11895 -2.45621  0.03
C 0.41157 1.02527 3.69861  -0.09
C 2.99752 -0.86541 1.97598  -0.25
C 2.34412 1.85207 -2.44602  -0.28
C -1.06920 2.20031 -3.08192  -0.09
C -1.43818 -3.24164 -0.84514  -0.47
C -1.14073 1.65759 -5.82638  -0.03
C -2.37453 -1.10567 -1.59207  -0.44
C 2.38337 2.41790 0.72988  -0.28
C -3.86991 0.20640 2.64472  -0.31
C 2.60383 3.38683 -0.42580  -0.21
C -3.27659 -1.75716 -2.44432  0.06
C 1.69358 3.08304 3.88702  -0.07
C -2.32492 -5.32301 -1.75613  0.04
C 0.61611 0.79108 5.05143  -0.04
C -2.04515 2.53915 -5.25526  -0.02
C 1.35635 1.68451 5.81366  -0.02
C 2.40836 -3.08759 -0.30643  -0.24
C -2.95436 0.51333 1.69939  -0.20
C 0.97041 2.16156 3.13705  -0.40
H -4.70524 0.80060 2.97887  0.10
H 0.74899 2.87428 -1.37326  0.07
H -3.21416 -5.65949 -2.27984  0.11
H 1.75326 -3.83776 -0.73827  0.01
H -2.32350 -5.71660 -0.74424  0.11
H -2.78515 3.02556 -5.87676  0.13
H 3.13656 1.32679 -1.90662  0.10
H 2.45512 3.53116 5.83337  0.13
H 2.36671 4.40026 -0.09695  0.13
H 0.44632 -2.60354 3.53261  0.01
H 2.66982 -0.03569 2.59760  -0.01
H 1.75237 3.91361 -2.33130  0.14
H 2.09007 3.99100 3.44572  0.13
H -3.86049 -3.70603 -3.08327  0.16
H 0.50275 0.32337 -5.46184  0.12
H 3.24203 -3.57190 0.19946  0.04
H 3.67131 3.39149 -0.65803  0.14
H 3.54032 -1.57676 2.59821  0.04
H -1.43418 -5.66576 -2.27760  0.11
H 2.79437 -2.43090 -1.08427  0.02
H 1.50771 1.49620 6.86783  0.13
H 3.05835 2.61480 1.56406  0.11
H -0.17307 0.34121 3.10034  0.07
H 0.12786 -3.94421 2.38495  0.02
H 2.47763 1.36513 0.45471  0.07
H -1.17179 1.45118 -6.88710  0.13
H -3.99164 -1.21624 -3.04312  0.14
H -2.92084 1.41604 1.11026  0.13
H -1.07198 2.38952 -2.01865  0.10
H 1.75264 -3.68979 3.04562  0.04
H 3.67208 -0.51447 1.19596  0.02
H 2.76405 2.14450 -3.41088  0.12
H 0.18926 -0.08847 5.51495  0.12
H -1.58833 -2.38603 2.29352  0.06
H -2.74097 3.47605 -3.45153  0.13